(1)
The following is a DFT calculation (the ωB97M-V functional and the def2-TZVPD basis) of C18H33MgNO3P2 as an isolated structure in a non-equilibrium geometry.

Results
HOMO-LUMO gap, eV: 4.70
E_LUMO, eV: -7.3
Charge: +2
Electronic energy, Ha: -1868.34286

Element x y z (Å)
C (5.739, -1.481, -1.865)
C (6.355, -2.533, -1.273)
H (6.346, -0.762, -2.418)
H (4.659, -1.341, -1.880)
C (5.618, -3.506, -0.512)
C (4.310, -3.289, -0.168)
H (3.773, -2.376, -0.400)
H (3.795, -4.046, 0.417)
C (7.850, -2.681, -1.433)
H (8.223, -1.880, -2.075)
H (8.155, -3.626, -1.894)
H (8.388, -2.615, -0.480)
C (6.275, -4.787, -0.069)
H (7.176, -4.636, 0.534)
H (6.573, -5.422, -0.913)
H (5.575, -5.362, 0.540)
Mg (-2.337, 1.159, 0.332)
O (-0.719, 0.688, -0.624)
C (-0.405, -0.362, -1.256)
O (-3.101, -0.610, -0.060)
C (-2.689, -1.337, -0.991)
O (-3.426, -2.279, -1.527)
N (-1.419, -1.293, -1.571)
C (-2.649, -2.982, -2.539)
C (-1.252, -2.434, -2.497)
H (-3.086, -2.789, -3.525)
H (-2.677, -4.043, -2.296)
H (-0.900, -2.081, -3.473)
H (-0.547, -3.179, -2.092)
C (0.926, -0.687, -1.693)
C (1.992, 0.110, -1.423)
H (1.016, -1.617, -2.272)
H (1.890, 1.016, -0.822)
H (2.965, -0.133, -1.846)
C (-0.326, 2.480, 2.761)
P (-2.160, 2.277, 2.566)
C (-2.554, 3.259, 4.035)
C (-4.217, 1.608, 2.728)
C (-5.034, 2.636, 1.968)
P (-4.321, 2.798, 0.260)
C (-5.696, 3.412, -0.774)
C (-3.288, 4.300, 0.437)
H (-0.037, 2.295, 3.808)
H (-0.074, 3.514, 2.445)
H (0.181, 1.758, 2.095)
H (-3.637, 3.326, 4.182)
H (-2.126, 2.722, 4.898)
H (-2.146, 4.275, 3.918)
H (-4.294, 0.631, 2.236)
H (-4.445, 1.546, 3.793)
H (-6.072, 2.311, 1.847)
H (-5.025, 3.621, 2.457)
H (-6.030, 4.394, -0.403)
H (-5.332, 3.510, -1.808)
H (-6.534, 2.699, -0.759)
H (-2.493, 4.158, 1.206)
H (-2.802, 4.518, -0.526)
H (-3.932, 5.152, 0.697)

(2)
The following is a DFT calculation (the ωB97M-V functional and the def2-TZVPD basis) of a 4-piece molecular cluster, C18H34B2IO9S overall.

Results
HOMO-LUMO gap, eV: 6.46
E_LUMO, eV: 2.1
Charge: -1
Electronic energy, Ha: -2129.19217

Element x y z (Å)
C (-2.691, -0.645, -8.277)
C (-1.697, -0.132, -7.224)
O (-0.386, -0.442, -7.678)
C (0.633, 0.291, -7.017)
C (0.742, 0.013, -5.519)
O (1.385, 1.120, -4.942)
C (1.429, 1.070, -3.507)
B (0.438, 2.099, -2.703)
S (1.441, 3.739, -2.406)
I (-1.429, 2.496, -3.966)
B (0.030, 1.476, -1.167)
C (-1.358, 1.499, -0.402)
O (1.047, 0.853, -0.434)
H (-3.263, 0.172, -8.728)
H (-2.145, -1.165, -9.067)
H (-3.414, -1.341, -7.839)
H (-1.887, -0.601, -6.253)
H (-1.782, 0.953, -7.081)
H (1.566, 0.015, -7.519)
H (0.485, 1.372, -7.154)
H (-0.251, -0.124, -5.077)
H (1.319, -0.910, -5.332)
H (1.208, 0.039, -3.183)
H (2.476, 1.268, -3.227)
H (0.670, 4.307, -1.469)
H (-1.447, 0.643, 0.285)
H (-1.433, 2.408, 0.211)
H (-2.209, 1.489, -1.092)
H (1.895, 1.126, -0.786)
O (-0.291, 0.018, 5.652)
C (0.283, -0.234, 4.625)
O (-0.358, -0.322, 3.448)
C (0.549, -0.753, 2.406)
C (1.938, -0.388, 2.919)
C (1.757, -0.524, 4.428)
H (0.424, -1.832, 2.285)
H (0.295, -0.252, 1.478)
H (2.721, -1.016, 2.500)
H (2.157, 0.647, 2.657)
H (1.935, -1.545, 4.774)
H (2.357, 0.160, 5.020)
O (-0.896, -1.225, -2.466)
C (-1.935, -1.604, -2.025)
O (-3.066, -1.674, -2.778)
C (-4.187, -2.035, -1.965)
C (-3.596, -2.748, -0.750)
C (-2.254, -2.037, -0.605)
H (-4.717, -1.121, -1.686)
H (-4.848, -2.659, -2.563)
H (-4.235, -2.684, 0.128)
H (-3.437, -3.802, -0.982)
H (-2.326, -1.133, 0.003)
H (-1.449, -2.655, -0.215)
O (4.634, 1.060, 6.847)
C (3.677, 0.960, 7.559)
O (2.432, 1.270, 7.143)
C (1.478, 1.125, 8.210)
C (2.139, 0.167, 9.197)
C (3.619, 0.489, 9.003)
H (1.307, 2.112, 8.646)
H (0.556, 0.757, 7.769)
H (1.779, 0.299, 10.215)
H (1.942, -0.862, 8.895)
H (3.955, 1.312, 9.637)
H (4.289, -0.355, 9.144)

(3)
The following is a DFT calculation (the ωB97M-V functional and the def2-TZVPD basis) of a 2-piece molecular cluster, C18H34BBrCl2N2O3 overall in a non-equilibrium geometry.

Results
HOMO-LUMO gap, eV: 9.62
E_LUMO, eV: 0.4
Charge: 0
Electronic energy, Ha: -4560.83053
Structure (SMILES): COB(O)[C@@]1(CCCCN)C(=O)N[C@H](Br)[C@H]1/C(Cl)=C(/C)Cl.CCCCCC

Element x y z (Å)
C (-2.062, 2.786, -1.892)
O (-2.429, 3.107, -0.560)
B (-1.563, 2.874, 0.475)
O (-2.108, 2.343, 1.618)
C (-0.008, 3.306, 0.423)
C (0.182, 4.563, -0.492)
C (0.334, 5.925, 0.206)
C (1.755, 6.428, 0.461)
C (2.453, 7.076, -0.750)
N (1.931, 6.644, -2.052)
C (0.597, 3.609, 1.782)
O (0.075, 4.088, 2.746)
N (1.944, 3.220, 1.759)
C (2.295, 2.509, 0.578)
Br (3.586, 3.384, -0.613)
C (0.913, 2.148, -0.069)
C (0.549, 0.754, 0.346)
Cl (0.447, 0.427, 2.045)
C (0.322, -0.259, -0.492)
C (0.001, -1.674, -0.128)
Cl (0.396, -0.006, -2.206)
H (-0.986, 2.684, -2.027)
H (-2.542, 1.855, -2.190)
H (-2.408, 3.573, -2.561)
H (-1.661, 1.557, 1.943)
H (-0.668, 4.651, -1.161)
H (1.047, 4.400, -1.129)
H (-0.118, 6.657, -0.464)
H (-0.251, 5.961, 1.123)
H (1.671, 7.204, 1.224)
H (2.394, 5.658, 0.890)
H (2.329, 8.156, -0.697)
H (3.523, 6.859, -0.683)
H (2.323, 5.753, -2.323)
H (2.158, 7.316, -2.770)
H (2.593, 3.885, 2.152)
H (2.800, 1.581, 0.833)
H (1.042, 2.225, -1.142)
H (0.513, -2.303, -0.857)
H (-1.061, -1.889, -0.234)
H (0.398, -1.950, 0.843)
C (0.292, -5.136, 1.279)
C (-0.765, -5.316, 0.194)
C (-1.984, -6.112, 0.656)
C (-1.687, -7.550, 1.084)
C (-1.016, -8.412, 0.016)
C (-1.864, -8.594, -1.240)
H (0.699, -6.093, 1.606)
H (1.126, -4.537, 0.909)
H (-0.127, -4.628, 2.150)
H (-0.314, -5.790, -0.682)
H (-1.104, -4.330, -0.135)
H (-2.730, -6.115, -0.144)
H (-2.451, -5.589, 1.497)
H (-2.627, -8.023, 1.383)
H (-1.059, -7.543, 1.979)
H (-0.807, -9.394, 0.446)
H (-0.046, -7.988, -0.256)
H (-2.826, -9.049, -0.997)
H (-1.360, -9.242, -1.959)
H (-2.058, -7.643, -1.739)

(4)
The following is a DFT calculation (the ωB97M-V functional and the def2-TZVPD basis) of C18H34CaCl2F3N4O3S6SbSi2Te as an isolated structure in a non-equilibrium geometry.

Results
HOMO-LUMO gap, eV: 3.84
E_LUMO, eV: 3.1
Charge: -2
Electronic energy, Ha: -6525.16978

Element x y z (Å)
Ca (1.354, 2.476, -2.315)
C (3.239, -2.041, -1.929)
C (2.489, -0.769, -1.670)
N (1.834, -0.138, -2.637)
N (1.376, -0.899, -3.688)
C (0.660, -2.050, -3.608)
N (0.381, -2.655, -4.726)
S (0.017, -2.636, -2.041)
C (2.567, -0.139, -0.402)
C (3.135, -0.733, 0.730)
C (3.085, -0.059, 1.938)
C (2.639, 1.264, 1.966)
C (2.140, 1.808, 0.789)
N (2.081, 1.139, -0.326)
H (2.708, -2.976, -1.682)
H (4.217, -1.957, -1.376)
H (3.455, -2.053, -2.999)
H (1.578, -0.510, -4.602)
H (0.598, -2.242, -5.595)
H (-0.058, -3.599, -4.735)
H (3.369, -1.794, 0.697)
H (3.298, -0.529, 2.879)
H (2.503, 1.789, 2.887)
H (1.757, 2.812, 0.805)
S (2.881, 7.228, -2.044)
Sb (3.073, 5.220, -0.878)
S (3.917, 3.719, -2.469)
S (0.876, 4.368, -0.630)
S (3.726, 5.616, 1.221)
Cl (4.042, 0.730, -5.289)
C (3.617, 2.330, -5.984)
Cl (1.945, 2.792, -5.505)
H (3.551, 2.219, -7.038)
H (4.360, 3.051, -5.602)
F (-3.314, 3.864, -3.538)
C (-2.804, 3.265, -2.452)
F (-3.797, 2.891, -1.652)
F (-2.078, 4.239, -1.837)
S (-1.597, 1.707, -2.691)
O (-0.918, 1.585, -1.325)
O (-0.237, -4.155, -2.193)
O (-0.550, 2.287, -3.594)
C (-1.137, 3.233, 1.927)
Si (-1.799, 1.780, 3.051)
C (-0.266, 0.958, 3.743)
C (-2.791, 2.458, 4.453)
C (-2.783, 0.646, 1.891)
Te (-1.391, -0.886, 1.316)
C (-1.886, -2.301, 2.800)
Si (-2.374, -4.030, 2.157)
C (-3.799, -4.880, 3.103)
C (-2.975, -3.764, 0.343)
C (-0.786, -5.071, 2.214)
H (-0.010, 3.273, 2.009)
H (-1.453, 4.232, 2.299)
H (-1.457, 3.097, 0.879)
H (0.383, 1.667, 4.226)
H (0.312, 0.351, 3.025)
H (-0.478, 0.290, 4.637)
H (-2.506, 3.466, 4.794)
H (-2.582, 1.907, 5.396)
H (-3.857, 2.375, 4.293)
H (-3.067, 1.145, 0.934)
H (-3.700, 0.101, 2.294)
H (-2.677, -1.927, 3.468)
H (-0.951, -2.422, 3.403)
H (-4.684, -4.957, 2.454)
H (-4.080, -4.259, 4.000)
H (-3.544, -5.894, 3.488)
H (-3.478, -2.785, 0.268)
H (-3.772, -4.519, 0.025)
H (-2.157, -3.856, -0.402)
H (-0.138, -4.859, 3.089)
H (-0.207, -4.899, 1.293)
H (-1.028, -6.137, 2.273)

What HOMO level values result from the calculations? In sequence: -11.974 -4.349 -9.244 -0.724 eV.